[1]
The following is a DFT calculation (wB97M-V/def2-TZVPD) of C6H9N in the gas phase.

Geometry as XYZ:
```
16
Properties=species:S:1:pos:R:3:forces:R:3
H 0.646822 -0.319056 -2.469404 0.0 0.0 0.2
H 2.617995 1.317477 -1.482161 0.0 -0.1 0.2
H 2.056646 2.196646 -0.055095 0.1 -0.2 -0.1
C -0.878735 -0.552281 0.413262 0.0 0.1 0.0
H -2.901899 -0.069742 0.882463 0.1 -0.2 0.1
H 3.113047 0.797453 0.142787 -0.1 0.0 -0.1
N -0.778227 -0.794486 -0.933292 -0.1 0.0 0.1
C 1.053204 0.339198 -0.376731 -0.1 0.1 -0.1
C 2.280703 1.196841 -0.447779 0.1 0.0 0.0
C 0.254809 0.124170 0.786062 0.0 0.0 0.1
H -2.547562 -1.800514 1.058633 0.1 0.1 0.0
H 0.477234 0.460693 1.792365 -0.1 0.0 -0.2
H -1.941664 -0.637745 2.252619 0.0 -0.1 -0.2
C 0.388780 -0.253519 -1.420257 0.2 0.1 0.0
H -1.459184 -1.292581 -1.482825 0.1 0.1 0.1
C -2.134501 -0.793382 1.186836 0.0 -0.1 0.1
```
Positions in Å, forces in eV/Å.

Summary:
SMILES: Cc1c[nH]c(C)c1
Energy in eV: -7858.048
HOMO-LUMO gap in eV: 8.88
ΔE to the lowest compared entry with this formula, charge and spin in kJ/mol: 10.7
Highest occupied orbital energy in eV: -7.8
Lowest unoccupied orbital energy in eV: 1.05
Net charge: 0

***

[2]
The following is a DFT calculation (wB97M-V/def2-TZVPD) of a molecular structure, CH2N2O2 in a non-equilibrium geometry.

Geometry as XYZ:
```
7
Properties=species:S:1:pos:R:3:forces:R:3
O 0.754296 -1.227733 -2.155800 -0.2 1.6 1.1
O 0.536219 0.346498 2.074790 -0.9 -0.5 -0.6
N 0.562102 -0.901622 -0.978605 0.3 -1.9 -0.8
C -0.346213 0.191483 1.338440 6.3 0.9 -3.0
H -0.171495 1.201475 -1.027339 0.6 -2.9 -0.1
N -0.002430 0.186107 -0.608713 -1.4 3.2 3.2
H -1.332480 0.203791 1.357227 -4.7 -0.3 0.3
```
Positions in Å, forces in eV/Å.

Summary:
Energy in eV: -8139.260
HOMO-LUMO gap in eV: 8.21
ΔE to the lowest compared entry with this formula, charge and spin in kJ/mol: 589.6
Highest occupied orbital energy in eV: -8.7
Lowest unoccupied orbital energy in eV: -0.49
Net charge: 0

***

[3]
The following is a DFT calculation (wB97M-V/def2-TZVPD) of a molecular structure, C9H17BDyNO12PS in a non-equilibrium geometry.

Geometry as XYZ:
```
43
Properties=species:S:1:pos:R:3:forces:R:3
H 3.562640 0.161195 -2.535124 -0.8 -1.0 -0.6
B 2.179373 -0.363162 -1.274565 0.6 0.6 -2.1
O -0.108224 2.618778 -1.001957 0.5 0.4 0.8
H -6.239854 1.494168 1.121339 -0.9 -1.1 -0.1
Dy 5.721846 -4.756239 0.735984 1.3 -2.1 -0.7
H -6.539539 -1.401079 1.646860 0.3 1.8 -0.2
C -2.601759 -0.468507 -0.239293 -2.2 0.2 0.0
N 2.151150 3.412423 -1.952858 0.3 5.0 -1.1
H -4.754383 -1.874094 0.178705 -0.1 1.8 0.0
H -2.583521 -1.626496 -0.336852 0.3 1.7 0.2
O 3.073547 1.607162 1.718353 -2.8 0.3 -1.8
P 1.464827 1.983525 1.333624 0.0 -1.4 2.9
H 2.761937 -2.923271 -0.644296 1.0 1.4 0.4
H -0.903767 -0.927609 -1.608831 1.4 0.7 1.2
H 4.792028 -3.247237 1.347273 -2.2 2.8 0.9
O 2.688473 -0.860840 -0.005806 0.0 -1.0 -2.3
C -0.328605 -0.533856 -0.678839 -0.5 -0.8 -0.3
H -2.911016 0.021957 -1.245092 0.8 -0.9 1.3
O 2.327046 2.322821 -1.119493 -0.8 -2.0 3.2
C 0.786576 0.485828 -1.241290 -1.2 -0.8 1.1
O 2.393305 4.434084 -1.406637 -0.4 -2.4 -1.1
C -5.970599 -0.425678 1.472003 1.5 -0.1 -0.8
O 0.205022 0.948048 -2.492868 -1.0 1.6 0.6
C 1.040440 1.902717 -0.507814 -1.5 -2.5 -3.3
O -6.812989 0.683567 1.063154 1.5 -0.3 0.8
H -5.342160 -0.162733 2.413756 -1.2 -0.5 -1.5
H 0.754178 1.180725 3.290414 -0.4 0.0 -1.0
S 1.205705 3.878896 1.877526 0.0 0.7 0.2
C 3.419853 -2.103602 -0.179665 1.1 -0.7 0.9
O -1.782456 2.328851 -2.763395 5.9 -1.2 3.2
H 3.634294 1.458909 0.919625 -0.5 0.3 0.5
C 3.836615 -2.591127 1.329522 -2.2 1.6 -0.5
O -3.631576 -0.111825 0.714093 1.1 -1.0 -1.7
C -4.899263 -0.730067 0.279475 -0.8 -0.3 1.1
O -1.316948 0.064541 0.189878 0.3 -1.1 -1.1
H 3.963041 -1.614810 1.946218 0.4 -1.9 -0.8
C -0.728015 2.025692 -2.195695 -1.3 -1.2 -1.1
H 2.905052 -3.122271 1.749818 1.8 0.3 -0.3
H 0.179864 -1.481255 -0.230514 -0.9 1.6 -0.2
H -5.298250 -0.263990 -0.694451 0.7 -0.7 1.4
O 0.463544 1.063084 2.340473 2.6 1.6 -1.8
H 4.394812 -1.951756 -0.768132 -1.5 -0.1 0.4
O 2.847761 -0.535483 -2.544621 0.0 0.9 3.3
```
Positions in Å, forces in eV/Å.

Summary:
Energy in eV: -80514.828
HOMO-LUMO gap (spin up / spin down) in eV: 2.55 / 1.84
Highest occupied orbital energy (spin up / spin down) in eV: -14.9 / -14.9
Lowest unoccupied orbital energy (spin up / spin down) in eV: -12.31 / -13.02
Spin multiplicity: 6
Net charge: +3